{
  "formula": "C15H26N6SW",
  "method": "wB97M-V/def2-TZVPD",
  "charge": 4,
  "e_tot_ha": -1379.48287,
  "e_homo_ev": [-21.555, -21.576],
  "largest_force_ev_per_a": 0.09,
  "spin_multiplicity": 3,
  "orbital_gap_ev": [6.6, 7.0],
  "elements": ["W", "C", "C", "N", "C", "C", "C", "C", "C", "C", "C", "N", "C", "C", "N", "N", "H", "H", "H", "H", "H", "H", "H", "H", "H", "H", "H", "H", "H", "H", "H", "H", "H", "H", "C", "N", "C", "C", "N", "C", "S", "H", "H", "H", "H", "H", "H", "H", "H"],
  "positions_angstrom": [[-0.1808, 0.4286, 0.7167], [1.2611, -2.0890, 1.4860], [-0.0877, -2.5108, 0.9307], [-1.1284, -1.4651, 1.2619], [-2.3783, -1.6190, 0.4402], [-2.1866, -0.9698, -0.9076], [-2.9383, -1.2437, -2.0196], [-2.6606, -0.5579, -3.2073], [-1.6113, 0.3583, -3.2745], [-0.8689, 0.6014, -2.1441], [0.3209, 1.5281, -2.1130], [1.0270, 1.5227, -0.7753], [2.3870, 0.8430, -0.7681], [2.2717, -0.6152, -0.3496], [1.5988, -0.6837, 1.0130], [-1.1850, -0.0300, -0.9719], [2.0454, -2.7779, 1.1683], [1.2574, -2.0688, 2.5767], [-0.3814, -3.4769, 1.3448], [-0.0627, -2.6188, -0.1565], [-1.3911, -1.5818, 2.2429], [-3.1999, -1.1378, 0.9768], [-2.6344, -2.6748, 0.3317], [-3.7283, -1.9841, -1.9824], [-3.2534, -0.7596, -4.0930], [-1.3750, 0.8574, -4.2068], [-0.0007, 2.5481, -2.3319], [1.0252, 1.2483, -2.8992], [1.1963, 2.4996, -0.5384], [3.0121, 1.3915, -0.0607], [2.8607, 0.9261, -1.7467], [3.2591, -1.0767, -0.2881], [1.6783, -1.2065, -1.0521], [2.2537, -0.2781, 1.6886], [-3.4033, 3.9120, 2.6678], [-1.9544, 4.1302, 2.7096], [-1.4119, 5.5044, 2.9224], [0.1008, 5.2674, 3.0699], [0.2409, 3.8414, 2.6443], [-0.9756, 3.2920, 2.5783], [-1.2351, 1.5210, 2.4406], [-3.8321, 4.5453, 1.8926], [-3.8200, 4.1919, 3.6345], [-3.6228, 2.8683, 2.4625], [-1.8778, 5.9381, 3.8052], [-1.6692, 6.1076, 2.0519], [0.4442, 5.3706, 4.0977], [0.6904, 5.9128, 2.4257], [1.0208, 3.2999, 2.9898]]
}